# 1
Formula: C29H25Cl2MgN2O4PS3SbSe
Source: the OMol25 dataset
Level of theory: the ωB97M-V functional and the def2-TZVPD basis

XYZ file:
```
69
Properties=species:S:1:pos:R:3:forces:R:3:mulliken_spin:R:1
Mg -0.1173 -0.3944 2.9290 -0.039 -0.078 0.102 0.01
S -3.3209 -4.3978 3.5846 0.026 0.008 0.006 0.30
Sb -1.3288 -3.3584 3.1183 0.020 0.108 0.085 0.36
S -0.4365 -1.9688 4.8204 -0.076 -0.063 -0.133 0.16
S -1.3218 -1.8280 1.3266 0.091 -0.123 0.034 0.16
C -3.4001 0.0751 -2.1172 0.017 0.002 -0.014 0.00
N -3.5033 0.6435 -0.7966 -0.053 0.038 0.022 0.00
C -2.9858 1.8365 -0.3972 -0.035 -0.090 -0.038 0.00
Se -2.2361 3.1381 -1.4652 0.068 0.007 -0.046 0.00
N -3.1722 1.9198 0.9308 -0.052 0.011 0.051 0.00
C -3.8096 0.7844 1.4052 0.016 -0.027 -0.027 -0.01
C -4.1484 0.3729 2.6846 0.006 0.036 -0.007 0.00
C -4.7432 -0.8709 2.8046 -0.010 -0.016 0.029 0.00
C -4.9942 -1.6759 1.6895 0.020 -0.024 -0.015 -0.01
C -4.6423 -1.2679 0.4149 0.035 0.040 -0.024 0.02
C -4.0404 -0.0243 0.2998 0.036 -0.001 -0.022 0.00
H -3.0197 0.8413 -2.7895 -0.016 -0.001 0.025 0.00
H -4.3826 -0.2591 -2.4553 -0.001 -0.002 -0.006 0.00
H -2.7102 -0.7712 -2.1009 -0.005 -0.003 -0.003 0.00
H -2.7619 2.6439 1.5263 -0.001 0.034 0.040 0.00
H -3.9016 0.9759 3.5469 0.002 0.004 -0.002 0.00
H -4.9698 -1.2595 3.7886 -0.001 -0.006 0.001 0.00
H -5.3978 -2.6673 1.8415 -0.001 -0.002 0.003 -0.01
H -4.7578 -1.9202 -0.4407 -0.035 -0.001 0.002 0.00
O 3.9257 0.1627 2.2904 0.061 0.085 -0.075 0.00
C 2.8988 0.3523 2.9265 -0.029 -0.240 0.147 0.00
O 1.7004 0.1251 2.5410 -0.025 0.082 -0.107 -0.02
H 2.9809 0.7482 3.9615 -0.003 0.074 0.020 0.00
C 1.0250 0.0433 -5.8118 -0.031 0.012 0.003 0.00
C 1.8155 -0.8952 -5.1649 0.020 -0.009 0.021 0.00
C 1.7690 -1.0163 -3.7813 0.035 0.012 0.005 0.00
C 0.9295 -0.2030 -3.0239 -0.074 -0.010 -0.009 0.00
C 0.1267 0.7292 -3.6866 0.012 -0.071 0.014 0.00
C 0.1801 0.8561 -5.0662 0.002 0.019 -0.031 0.00
P 0.7734 -0.2366 -1.1811 -0.062 0.074 -0.132 0.01
C 1.6293 -1.8012 -0.7841 0.043 -0.022 0.054 0.00
C 2.7238 -1.8767 0.0721 -0.058 0.016 -0.036 0.00
C 3.2259 -3.1167 0.4507 0.021 -0.027 0.020 0.00
C 2.6505 -4.2860 -0.0205 0.016 0.009 0.000 0.01
C 1.5523 -4.2172 -0.8702 -0.005 0.007 -0.006 0.00
C 1.0407 -2.9847 -1.2358 -0.006 0.018 -0.004 -0.02
C 2.0118 1.0605 -0.7942 -0.016 -0.034 0.044 0.00
C 1.5852 2.1353 -0.0218 -0.006 -0.009 -0.020 0.00
C 2.4612 3.1635 0.3032 -0.017 0.016 0.009 0.00
C 3.7733 3.1166 -0.1396 -0.001 -0.018 -0.016 0.00
C 4.2061 2.0510 -0.9202 0.001 0.004 0.001 0.00
C 3.3279 1.0327 -1.2499 0.002 0.024 0.010 0.00
H 1.0610 0.1370 -6.8910 0.003 0.000 0.001 0.00
H 2.4762 -1.5365 -5.7371 -0.001 0.000 -0.001 0.00
H 2.3921 -1.7511 -3.2853 -0.012 -0.008 -0.007 0.00
H -0.5465 1.3562 -3.1094 0.016 0.050 0.007 0.00
H -0.4479 1.5888 -5.5594 0.002 0.000 0.000 0.00
H 3.1637 -0.9804 0.4912 0.011 -0.024 0.028 0.00
H 4.0607 -3.1559 1.1400 0.002 0.006 -0.001 0.00
H 3.0385 -5.2491 0.2898 -0.004 0.000 0.002 0.00
H 1.0744 -5.1247 -1.2195 0.000 0.001 -0.001 0.00
H 0.1543 -2.9375 -1.8597 0.001 -0.001 0.001 0.00
H 0.5537 2.1699 0.3114 -0.011 0.012 0.014 0.00
H 2.1138 3.9953 0.9044 0.007 -0.006 0.002 0.00
H 4.4636 3.9087 0.1252 0.000 0.002 0.006 0.00
H 5.2336 2.0105 -1.2620 0.001 -0.003 0.001 0.00
H 3.6681 0.1997 -1.8548 0.005 0.005 -0.002 0.00
Cl 0.7167 2.4370 5.3077 -0.006 -0.016 0.015 0.00
C 0.4657 2.9764 3.6297 0.018 -0.004 -0.090 0.00
Cl 0.7692 4.7157 3.4831 -0.005 0.015 0.007 0.00
C -0.9484 2.5546 3.1564 0.046 -0.022 0.146 0.01
O -1.7793 3.4138 2.8823 -0.056 0.092 -0.056 0.00
O -1.0980 1.3024 3.0915 0.068 0.026 -0.069 0.02
H 1.2042 2.4591 3.0233 0.020 0.008 0.021 0.00
```
Positions in Å, forces in eV/Å.

Results
Relative energy (zero: lowest compared OMol25 entry of this formula, charge and spin)   0.212 eV
Multiplicity   2
HOMO energy (alpha / beta)   -2.0 / -2.7 eV
F_max   0.0055 Eh/bohr
Total charge   -2

=====

# 2
Formula: C2H2N4O2
Source: the OMol25 dataset
Level of theory: the ωB97M-V functional and the def2-TZVPD basis

XYZ file:
```
10
Properties=species:S:1:pos:R:3:forces:R:3:mulliken_charge:R:1
C -0.0777 0.9948 1.0877 -0.035 -0.907 -4.817 0.57
C -0.0159 0.0602 -0.2047 -0.457 0.974 1.420 0.40
H -0.6347 1.0386 2.6220 -1.396 -0.041 1.477 0.35
H -1.5539 -1.4089 0.0695 0.197 -0.293 -0.126 0.25
N 0.8915 0.1295 -1.1104 1.890 0.017 -0.434 -0.28
N 0.8664 -1.0453 -1.8315 -1.129 1.212 1.089 -0.23
N -0.1076 -1.7432 -1.4010 -1.076 -0.950 -0.255 -0.31
N -0.7323 -1.0772 -0.4124 1.192 0.433 0.162 0.15
O -1.0158 0.5430 1.8783 0.273 -0.195 1.465 -0.42
O 0.5565 1.9812 1.2838 0.541 -0.249 0.019 -0.47
```
Positions in Å, forces in eV/Å.

Results
Relative energy (zero: lowest compared OMol25 entry of this formula, charge and spin)   2.762 eV
HOMO energy   -11.3 eV
F_max   0.0953 Eh/bohr
SMILES string   O=C(O)c1nnn[nH]1
Total charge   0

=====

# 3
Formula: C7H12O
Source: the OMol25 dataset
Level of theory: the ωB97M-V functional and the def2-TZVPD basis

XYZ file:
```
20
Properties=species:S:1:pos:R:3:forces:R:3:mulliken_charge:R:1
C 0.4792 1.7971 0.8833 0.455 0.041 0.169 -1.34
C 0.2993 -1.9595 -0.6538 -0.622 0.146 0.145 -1.41
C 2.3666 -0.3741 0.1691 -2.388 -1.784 -0.819 -1.24
C -1.6080 0.3386 0.0419 2.219 1.421 0.409 0.26
C 0.1341 0.4986 0.2604 -7.857 -0.702 -0.633 0.44
C 0.6377 -0.6389 -0.0759 6.940 0.982 0.570 0.70
C -2.2656 0.4221 -1.1176 0.434 -0.270 0.026 -0.91
O -2.2419 0.3019 1.2569 0.002 0.015 -0.159 -0.50
H -3.2043 0.3485 1.1211 0.379 -0.042 -0.004 0.33
H 0.9430 2.4592 0.1468 0.043 0.033 0.137 0.30
H 1.1552 1.6624 1.7319 0.118 0.064 -0.161 0.34
H -0.4201 2.2847 1.2703 0.133 -0.148 -0.168 0.37
H 0.7538 -2.0698 -1.6425 -0.009 0.023 0.110 0.33
H 0.6815 -2.7575 -0.0106 0.035 0.090 -0.074 0.33
H -0.7808 -2.0829 -0.7497 0.040 -0.025 -0.039 0.39
H 2.8314 -1.1927 -0.3822 0.308 0.052 0.169 0.41
H 2.5954 -0.4656 1.2310 0.002 0.068 -0.090 0.31
H 2.7290 0.5655 -0.2481 -0.345 0.013 0.116 0.36
H -3.3528 0.4424 -1.1702 0.099 -0.121 0.116 0.24
H -1.7328 0.4202 -2.0619 0.015 0.144 0.181 0.29
```
Positions in Å, forces in eV/Å.

Results
Relative energy (zero: lowest compared OMol25 entry of this formula, charge and spin)   2.653 eV
HOMO energy   -8.7 eV
F_max   0.1539 Eh/bohr
SMILES string   C=C(O)C(C)=C(C)C
Total charge   0

=====

# 4
Formula: C32H87BrN25O16
Source: the OMol25 dataset
Level of theory: the ωB97M-V functional and the def2-TZVPD basis

XYZ file:
```
161
Properties=species:S:1:pos:R:3:forces:R:3:mulliken_charge:R:1
C 3.6162 -0.9756 1.3945 2.935 0.004 -0.835 -0.86
C 5.0186 -1.1451 0.8268 0.027 0.400 -0.071 -0.52
C 5.0208 -1.4604 -0.6665 0.052 -0.124 0.145 -0.41
O 4.1572 -0.6515 -1.4270 0.157 -0.234 -0.209 -0.60
C 4.4576 0.7246 -1.4609 -0.313 0.287 0.198 -1.00
C 5.4963 1.2219 -2.4712 0.195 -0.503 -0.298 0.75
N 5.0022 2.4652 -3.0359 -0.101 0.117 0.414 0.02
C 4.6661 3.6005 -2.1724 0.241 0.192 -0.518 -0.72
C 3.3302 4.1962 -2.6053 -0.102 -0.128 -0.061 -0.83
C 2.1385 3.2841 -2.3434 -0.343 0.259 0.034 -0.60
C 1.8795 2.9170 -0.8861 -0.141 0.041 0.130 -0.61
C 0.7390 1.8986 -0.7523 -0.078 0.140 0.007 0.17
C -0.5605 2.4943 -0.2338 -0.352 -0.127 0.073 -0.76
C -1.7475 1.5410 -0.3410 -0.133 -0.066 -0.144 -0.26
C -2.0421 1.0704 -1.7675 0.161 -0.285 0.174 -0.55
C -3.4805 0.6048 -1.9795 0.179 0.119 -0.191 -0.76
C -3.7486 -0.7251 -1.2970 0.035 0.028 0.060 -0.41
O -5.1108 -0.8933 -0.9136 -0.179 -0.081 0.195 -0.29
C -5.8394 -1.8289 -1.6675 0.075 -0.008 -0.016 -0.86
C 5.5508 0.1410 -3.6697 -0.554 0.500 0.011 0.09
O 6.6209 -0.4903 -3.7426 0.334 -0.492 -0.134 -0.65
O 4.5353 0.0858 -4.3770 0.218 0.011 0.022 -0.77
C 6.9350 1.2769 -1.9235 -0.200 0.351 -0.317 0.27
Br 7.0751 2.1829 -0.1399 0.142 -0.028 0.086 -0.27
C 7.9323 1.9528 -2.8609 0.971 -0.566 0.212 -0.74
C 9.2133 1.1105 -2.9483 -0.271 -0.320 -0.039 -1.71
H 3.6834 -0.5627 2.4040 0.213 -0.011 0.160 0.22
H 3.1017 -1.9275 1.4643 2.990 1.018 -1.043 0.66
H 3.0319 -0.2670 0.8123 0.013 -0.091 -0.282 0.16
H 5.6004 -0.2459 1.0310 0.207 0.011 -0.087 0.27
H 5.5260 -1.9777 1.3176 0.058 -0.011 0.150 0.50
H 6.0444 -1.4521 -1.0539 0.042 0.123 -0.116 0.20
H 4.6490 -2.4759 -0.8146 -0.076 -0.101 0.010 0.48
H 3.5290 1.2021 -1.7457 -0.093 -0.131 -0.109 -0.61
H 4.7047 1.0729 -0.4554 0.018 0.029 0.078 0.73
H 5.5525 2.7547 -3.8276 0.005 -0.010 -0.063 0.41
H 4.6557 3.3137 -1.1260 -0.052 -0.101 0.061 0.29
H 5.4300 4.3807 -2.2638 0.099 0.055 0.183 0.39
H 3.3942 4.3644 -3.6840 0.006 0.074 -0.089 -0.05
H 3.1684 5.1830 -2.1629 0.045 0.010 0.231 0.52
H 1.2314 3.7937 -2.6900 -0.040 -0.030 -0.197 0.59
H 2.2346 2.3804 -2.9472 0.132 -0.089 -0.010 0.32
H 2.7739 2.5204 -0.4149 0.074 0.059 0.063 0.10
H 1.6062 3.8157 -0.3274 0.103 0.084 0.081 0.62
H 0.5596 1.4582 -1.7345 0.089 -0.196 -0.039 0.37
H 1.0174 1.0978 -0.0665 0.060 -0.150 -0.039 -0.44
H -0.8199 3.4186 -0.7620 0.134 0.064 -0.141 0.37
H -0.4375 2.7411 0.8161 0.153 0.200 0.151 0.05
H -2.6453 2.0350 0.0418 -0.025 0.097 0.104 0.49
H -1.5770 0.6761 0.3030 0.061 -0.021 0.114 -0.05
H -1.3798 0.2325 -2.0013 0.115 0.015 -0.141 0.21
H -1.7857 1.8582 -2.4773 -0.100 0.114 -0.053 0.41
H -4.1740 1.3514 -1.5918 -0.092 0.030 0.026 0.32
H -3.6513 0.5076 -3.0526 -0.249 0.038 -0.063 0.32
H -3.4603 -1.5442 -1.9594 0.098 -0.103 0.015 0.33
H -3.1554 -0.8076 -0.3875 0.033 0.013 0.095 0.21
H -6.7389 -2.0477 -1.0993 -0.216 0.002 -0.122 0.26
H -6.1050 -1.4338 -2.6507 -0.100 0.026 -0.068 0.29
H -5.2960 -2.7691 -1.7996 0.163 -0.021 0.027 0.42
H 7.3001 0.2799 -1.7309 -0.221 -0.151 0.265 0.62
H 8.2385 2.9159 -2.4735 -0.386 0.475 -0.226 0.44
H 7.5397 2.0152 -3.8745 -0.304 0.146 0.030 0.42
H 9.7908 1.1786 -2.0263 0.138 0.119 -0.002 0.31
H 9.8235 1.3867 -3.8082 0.193 0.204 0.095 0.37
H 8.9283 0.0701 -3.0921 -0.014 -0.095 -0.084 0.40
C 2.0547 -4.7830 0.6507 -0.296 -0.520 -0.571 0.64
O 2.7862 -4.0192 1.2583 0.467 -0.667 -0.005 -0.77
N 1.1044 -5.5471 1.2758 0.246 0.159 -0.087 -0.30
N 2.1021 -4.9193 -0.7049 0.099 -0.033 0.205 -0.28
H 0.4913 -6.1544 0.7619 -0.033 -0.167 -0.079 0.17
H 1.0350 -5.4770 2.2737 0.018 0.010 0.061 0.22
H 2.7657 -4.3531 -1.2033 -0.029 0.078 -0.028 0.20
H 1.4897 -5.5327 -1.2106 -0.042 0.020 0.023 0.13
C 10.2127 4.9917 -3.4034 0.010 -0.114 -0.056 0.64
O 9.4108 5.0612 -2.4950 0.073 0.158 0.041 -0.60
N 11.4758 5.5285 -3.3117 -0.044 0.016 -0.048 -0.42
N 9.9265 4.3704 -4.5891 -0.074 0.129 -0.006 -0.35
H 12.1536 5.4757 -4.0466 0.003 -0.027 -0.004 0.14
H 11.7138 5.9828 -2.4514 -0.006 -0.011 0.025 0.23
H 9.0156 3.9562 -4.6734 0.018 -0.076 0.043 0.25
H 10.5707 4.2977 -5.3518 0.038 -0.028 0.026 0.16
C -1.0216 -8.5484 -0.4104 -0.033 -0.075 -0.076 0.69
O -0.6318 -7.3879 -0.4611 0.098 0.120 0.115 -0.71
N -2.3464 -8.8578 -0.4921 0.064 -0.010 0.057 -0.40
N -0.1618 -9.5937 -0.2637 -0.041 0.027 0.021 -0.40
H -2.6980 -9.7953 -0.4544 0.007 -0.008 -0.011 0.16
H -2.9898 -8.0947 -0.5982 0.004 0.020 -0.007 0.24
H 0.8168 -9.3800 -0.2033 0.004 0.006 -0.013 0.23
H -0.4577 -10.5500 -0.2210 -0.009 -0.005 -0.014 0.15
C -8.6624 0.4987 -1.1881 -0.210 -0.183 0.204 0.65
O -8.0966 0.7765 -2.2380 0.025 -0.119 -0.194 -0.69
N -10.0215 0.5166 -1.0856 0.152 0.281 0.122 -0.33
N -7.9812 0.1272 -0.0629 0.153 0.100 -0.115 -0.35
H -10.5203 0.2396 -0.2627 0.050 -0.041 0.027 0.13
H -10.5463 0.7430 -1.9140 -0.116 -0.250 -0.063 0.23
H -6.9733 0.0869 -0.1129 0.030 -0.006 -0.052 0.27
H -8.4408 -0.1071 0.7951 -0.027 0.053 0.005 0.14
C 0.2439 -1.7258 2.3408 0.499 -0.042 -0.114 0.61
O -0.2505 -0.7347 2.8609 -0.302 0.109 0.190 -0.71
N -0.5054 -2.8368 2.0440 -0.309 -0.128 -0.079 0.07
N 1.5629 -1.8086 2.0104 -4.170 0.281 1.575 0.10
H -0.1014 -3.6525 1.6206 0.020 0.099 0.069 -0.09
H -1.4847 -2.8332 2.2778 0.030 -0.028 0.087 0.04
H 2.1382 -1.0080 2.1963 -1.608 -0.096 0.574 -0.11
H 1.9866 -2.6121 1.5767 -1.041 -0.268 0.356 0.03
C -11.0490 -1.2330 -4.0435 0.653 0.056 -0.050 0.67
O -11.6281 -0.4219 -3.3401 -0.510 0.096 0.022 -0.67
N -9.6942 -1.1949 -4.1952 -0.228 -0.065 -0.016 -0.32
N -11.7096 -2.2257 -4.7171 -0.024 0.016 0.050 -0.40
H -9.1829 -1.8424 -4.7630 -0.012 -0.012 -0.019 0.16
H -9.1935 -0.4704 -3.6998 0.172 0.074 0.066 0.18
H -12.7054 -2.2644 -4.6152 -0.016 0.013 -0.005 0.22
H -11.2472 -2.8980 -5.2974 0.025 0.015 -0.006 0.16
C 0.7178 2.9632 3.9698 -0.256 -0.424 0.057 0.37
O 0.8883 2.7939 2.7707 0.143 0.247 -0.049 -0.52
N 1.2477 4.0119 4.6625 0.021 0.028 0.052 -0.32
N -0.0332 2.1009 4.7180 0.131 0.056 -0.065 -0.16
H 1.0913 4.1431 5.6492 0.058 0.135 -0.101 0.26
H 1.8054 4.6637 4.1458 0.023 -0.025 -0.011 0.19
H -0.4345 1.3169 4.2376 0.079 -0.227 -0.159 0.16
H -0.2190 2.2190 5.6970 -0.092 0.151 -0.058 0.17
C 0.2867 5.9001 7.9952 -0.110 -0.113 -0.074 0.66
O 0.7778 4.9595 7.3968 0.105 0.051 0.128 -0.72
N -0.7521 5.7331 8.8658 0.048 0.040 0.076 -0.41
N 0.7346 7.1814 7.8346 0.009 0.012 0.058 -0.39
H -1.1797 6.4865 9.3680 -0.009 0.012 -0.018 0.15
H -1.1043 4.8001 8.9774 -0.032 -0.017 -0.071 0.23
H 1.4930 7.3247 7.1950 0.001 -0.014 -0.021 0.22
H 0.3411 7.9679 8.3134 -0.018 -0.001 -0.004 0.15
C -2.8726 -5.4336 2.7739 0.126 0.113 -0.081 0.53
O -3.2789 -4.2838 2.8926 -0.276 0.004 0.042 -0.71
N -3.2287 -6.4279 3.6248 0.444 0.111 0.084 -0.28
N -2.0294 -5.7741 1.7526 -0.081 -0.101 0.010 -0.14
H -2.9362 -7.3787 3.5095 -0.039 -0.009 -0.055 0.12
H -3.8696 -6.2109 4.3677 -0.155 -0.116 -0.184 0.24
H -1.7809 -5.0473 1.1072 -0.020 -0.010 -0.051 0.17
H -1.6458 -6.6885 1.6058 -0.066 -0.012 -0.006 0.03
C 2.1981 6.3735 -6.5032 -0.030 -0.068 0.112 0.66
O 2.1589 7.5903 -6.5807 0.002 0.006 -0.051 -0.66
N 1.0659 5.6091 -6.4082 0.031 -0.002 -0.119 -0.39
N 3.3683 5.6701 -6.5023 -0.001 -0.028 -0.136 -0.38
H 1.0818 4.6103 -6.3238 0.017 0.000 0.081 0.19
H 0.1882 6.0908 -6.3935 -0.005 0.017 0.041 0.20
H 4.2207 6.1941 -6.5492 0.005 0.021 0.046 0.19
H 3.4114 4.6704 -6.4303 0.008 0.003 0.093 0.19
C -3.4036 1.7839 6.2721 0.166 -0.027 -0.228 0.71
O -2.3711 2.3243 6.6281 -0.097 0.024 0.281 -0.67
N -4.3288 2.4284 5.4986 -0.110 0.037 0.174 -0.39
N -3.7050 0.4916 6.6008 -0.115 0.076 0.160 -0.40
H -5.1741 2.0003 5.1749 0.038 -0.035 -0.057 0.16
H -4.1147 3.3674 5.2207 0.060 -0.019 -0.066 0.22
H -3.0303 -0.0122 7.1441 0.053 -0.019 -0.062 0.21
H -4.5359 0.0233 6.2959 0.040 -0.024 -0.084 0.15
C -6.8909 -6.6046 3.8291 0.121 0.347 -0.155 0.64
O -5.8589 -7.0071 4.3394 -0.240 -0.312 0.343 -0.63
N -6.8904 -5.5284 2.9902 -0.054 -0.089 0.001 -0.32
N -8.1045 -7.1921 4.0605 0.027 -0.016 -0.046 -0.42
H -7.7164 -5.1622 2.5577 -0.008 0.011 0.009 0.16
H -6.0066 -5.0737 2.8294 0.043 0.059 0.009 0.17
H -8.1218 -7.9798 4.6794 0.010 -0.004 0.017 0.22
H -8.9594 -6.8704 3.6500 0.000 0.017 -0.010 0.15
```
Positions in Å, forces in eV/Å.

Results
HOMO energy   -4.3 eV
F_max   0.0869 Eh/bohr
Total charge   -1

=====

The highest F_max belongs to which entry?
C7H12O